The following is a DFT calculation (ωB97M-V with the def2-TZVPD basis set) of a molecular structure, C35H32N5O3S2Sn.

## Properties
electronic energy: -77905.6538 eV
frontier orbital gap: 7.1416 eV
net charge: +1

```
78
Properties=species:S:1:pos:R:3:forces:R:3:mulliken_charge:R:1
Sn 0.1231 0.1205 -0.7961 0.091 0.561 0.025 1.28
C 1.0700 1.1594 3.7908 0.055 -0.083 -0.082 -1.07
C 2.4207 0.8748 3.9321 -0.117 -0.017 -0.118 -0.59
C 3.1651 0.5534 2.8090 -0.141 0.028 -0.098 -0.88
C 2.5264 0.4950 1.5706 0.032 0.014 0.704 0.17
N 1.2266 0.7645 1.4516 0.063 0.114 -0.331 0.84
C 0.5220 1.1061 2.5191 -0.152 0.118 0.285 -0.34
C 3.2240 0.0834 0.3420 0.566 -0.305 -0.094 1.14
C 4.3114 -0.7854 0.3808 -0.002 0.169 -0.076 -1.19
C 4.8384 -1.2366 -0.8157 -0.013 0.182 0.014 -0.97
C 4.2756 -0.8131 -2.0049 -0.036 0.121 0.055 -1.14
C 3.1942 0.0633 -1.9538 0.514 -0.331 0.070 1.04
N 2.6976 0.4979 -0.8035 -0.216 0.343 -0.033 0.02
C 2.4812 0.4688 -3.1777 0.044 0.098 -0.673 0.16
C 3.1292 0.5827 -4.4060 -0.167 -0.002 0.107 -0.86
C 2.3789 0.8781 -5.5330 -0.117 -0.039 0.135 -0.49
C 1.0119 1.0748 -5.4044 0.061 -0.062 0.086 -0.89
C 0.4544 0.9870 -4.1375 -0.108 0.058 -0.297 -0.34
N 1.1697 0.6841 -3.0644 0.063 0.132 0.282 0.48
H 0.4547 1.4025 4.6430 -0.037 0.088 0.029 0.49
H 2.8862 0.9015 4.9055 0.060 0.041 0.068 0.45
H 4.2240 0.3645 2.8921 0.069 -0.033 -0.016 0.54
H -0.5188 1.3498 2.3343 -0.063 -0.060 0.086 0.55
H 4.7047 -1.1502 1.3156 0.012 0.029 0.119 0.30
H 5.6659 -1.9293 -0.8190 0.078 -0.074 -0.006 0.46
H 4.6419 -1.1953 -2.9445 -0.011 0.026 -0.106 0.45
H 4.1986 0.4545 -4.4759 0.055 -0.043 0.010 0.52
H 2.8538 0.9441 -6.4997 0.045 0.046 -0.080 0.44
H 0.3929 1.2776 -6.2648 -0.046 0.086 -0.002 0.44
H -0.6036 1.1588 -3.9688 -0.010 -0.036 -0.073 0.49
C -4.6040 -1.4808 4.9260 -0.035 0.024 -0.021 -1.45
C -4.2149 -1.1984 3.5091 -0.048 0.026 -0.177 0.89
C -2.8853 -1.2813 3.1034 0.012 0.035 -0.133 -1.01
C -2.5242 -0.9807 1.8012 0.345 -0.044 0.061 -0.02
C -3.4929 -0.5899 0.8974 -0.140 0.182 -0.401 0.01
C -4.8233 -0.5249 1.2691 -0.033 0.079 -0.141 -0.52
C -5.1798 -0.8317 2.5721 0.143 -0.033 0.015 -0.75
S -2.9841 -0.1503 -0.7525 0.762 -0.416 0.081 1.18
O -2.1033 -1.2356 -1.1872 -0.351 0.031 0.210 -0.70
O -4.1140 0.1386 -1.5763 -0.413 0.198 0.120 -0.69
N -1.9537 1.0681 -0.5530 0.224 -1.426 -0.217 0.14
C -2.2272 2.3925 -0.6453 -0.582 0.925 0.046 0.77
C -3.4870 2.9564 -0.6514 0.256 -0.243 0.039 -1.01
C -3.6550 4.3397 -0.7411 0.257 0.540 -0.029 -0.94
C -2.5767 5.1842 -0.7961 -0.293 -0.049 0.022 -0.91
C -1.2730 4.6540 -0.7762 0.129 -0.413 -0.019 0.93
C -0.1179 5.4588 -0.7991 0.124 -0.267 -0.006 -0.89
C 1.1160 4.8619 -0.8080 -0.193 0.281 -0.020 -1.06
C 1.1948 3.4627 -0.8088 0.089 -0.096 0.022 -0.28
N 0.1403 2.6805 -0.7684 0.310 -0.436 -0.004 0.92
C -1.0847 3.2453 -0.7326 -0.638 0.632 0.022 -0.28
H -3.7455 -1.7877 5.5150 0.054 -0.051 0.095 0.36
H -5.3583 -2.2626 4.9730 -0.065 -0.075 0.046 0.36
H -5.0274 -0.5854 5.3757 -0.057 0.049 0.122 0.34
H -2.1302 -1.5859 3.8157 0.052 -0.009 0.046 0.35
H -1.4843 -1.0495 1.4783 -0.168 -0.023 0.129 0.26
H -5.5548 -0.2357 0.5274 -0.105 0.004 0.035 0.53
H -6.2189 -0.7858 2.8665 -0.070 0.023 0.029 0.43
H -4.3475 2.3109 -0.6078 -0.127 -0.029 0.005 0.51
H -4.6551 4.7457 -0.7618 -0.085 0.033 0.003 0.42
H -2.6986 6.2548 -0.8629 -0.072 0.090 0.031 0.41
H -0.2368 6.5334 -0.8026 0.096 0.078 -0.030 0.44
H 2.0176 5.4551 -0.8234 0.085 -0.029 -0.002 0.47
H 2.1542 2.9653 -0.8343 0.091 -0.054 -0.019 0.30
O 1.7483 -2.0403 -0.5783 0.036 0.140 -0.416 -0.37
S 2.0088 -3.1810 0.3428 -0.322 -0.888 -0.052 0.25
C 2.3524 -4.6507 -0.7213 -0.092 0.178 0.364 -0.80
C 1.0195 -5.3356 -0.9602 -0.031 -0.071 0.012 -0.59
C 0.2583 -5.2515 0.3568 -0.053 -0.110 -0.147 -0.77
C 0.3301 -3.7998 0.7870 0.370 -0.009 0.207 -0.29
H 3.0472 -5.2759 -0.1612 0.021 -0.079 0.018 0.47
H 2.8345 -4.2994 -1.6304 0.089 0.183 0.063 0.33
H 1.1578 -6.3678 -1.2808 -0.017 0.022 -0.083 0.41
H 0.4711 -4.7970 -1.7345 -0.035 -0.058 -0.055 0.25
H 0.7313 -5.8898 1.1049 -0.034 -0.073 0.016 0.33
H -0.7747 -5.5721 0.2340 -0.049 -0.029 0.104 0.37
H 0.1933 -3.6547 1.8556 -0.095 0.044 0.066 0.46
H -0.3606 -3.1638 0.2295 0.087 0.044 -0.044 -0.04
```
Positions in Å, forces in eV/Å.

***

The following is a DFT calculation (ωB97M-V with the def2-TZVPD basis set) of C3H7NO2 in the gas phase.

## Properties
electronic energy: -8808.5777 eV
frontier orbital gap: 10.5316 eV
energy above the lowest of the compared OMol25 structures with the same formula, charge and spin: 1.951 eV

```
13
Properties=species:S:1:pos:R:3:forces:R:3:mulliken_charge:R:1
O 2.7374 0.4740 0.4783 -2.538 -1.641 0.174 -0.56
C 1.7476 -0.2734 0.4044 1.244 0.651 -0.185 0.14
N 0.5193 -0.1671 1.0186 -0.836 1.004 0.029 -0.21
C -0.7230 -0.6517 0.3419 -0.346 1.295 -1.324 -0.54
C -1.1283 0.4158 -0.7763 -1.818 0.249 0.723 -0.35
O -2.4762 0.1227 -1.2855 0.616 -0.550 -0.338 -0.54
H 1.7270 -1.2270 -0.1864 0.407 0.535 0.079 0.29
H 0.2732 0.7232 1.5296 0.963 -1.299 -0.750 0.27
H -1.5013 -0.7110 1.1508 0.579 -0.102 -1.071 0.36
H -0.7179 -1.5716 -0.3085 0.711 0.366 1.481 0.26
H -0.3863 0.4941 -1.6376 -1.131 -0.498 1.077 0.27
H -1.2860 1.4220 -0.3722 0.917 -0.025 0.314 0.32
H -3.2111 0.3219 -0.6676 1.233 0.014 -0.208 0.30
```
Positions in Å, forces in eV/Å.

***

The following is a DFT calculation (ωB97M-V with the def2-TZVPD basis set) of C4H6N2O in the gas phase.

## Properties
electronic energy: -9271.4904 eV
frontier orbital gap: 9.1286 eV
energy above the lowest of the compared OMol25 structures with the same formula, charge and spin: 2.011 eV

```
13
Properties=species:S:1:pos:R:3:forces:R:3:mulliken_charge:R:1
C 1.2174 0.2677 1.8600 0.224 -0.078 0.093 -0.72
O 0.0069 0.6801 1.2440 0.026 -0.158 -0.271 -0.42
C -0.2218 0.1081 0.0458 0.037 -0.196 -0.503 0.49
C 0.3381 -0.8812 -0.7324 0.125 0.064 -1.530 -0.30
N -0.4029 -1.0155 -1.9003 -0.974 0.402 -0.481 -0.59
C -1.3531 -0.1498 -1.8411 -0.614 -0.046 0.099 -0.21
N -1.3168 0.5428 -0.6624 -0.081 0.124 0.203 -0.07
H 1.2249 -0.8185 2.0149 -0.040 0.157 -0.028 0.32
H 1.2627 0.7847 2.8201 0.017 -0.112 -0.167 0.23
H 2.0804 0.5466 1.2437 -0.123 -0.022 0.084 0.31
H 1.2301 -1.2781 -1.1752 1.538 -0.274 2.311 0.38
H -2.0895 0.0102 -2.6102 -0.193 0.132 0.114 0.38
H -1.9933 1.2108 -0.3355 0.058 0.005 0.074 0.19
```
Positions in Å, forces in eV/Å.